{
  "formula": "C33H94O14",
  "method": "ωB97M-V with the def2-TZVPD basis set",
  "lumo_ev": 0.55,
  "fmax_ev_per_a": 3.2,
  "de_lowest_kcal_mol": 1.8,
  "spin_multiplicity": 1,
  "homo_lumo_gap_ev": 10.4,
  "total_charge": 0,
  "symbols": ["O", "H", "H", "O", "H", "H", "O", "H", "H", "C", "C", "C", "O", "H", "H", "H", "H", "H", "H", "H", "H", "C", "C", "C", "O", "H", "H", "H", "H", "H", "H", "H", "H", "C", "C", "C", "O", "H", "H", "H", "H", "H", "H", "H", "H", "C", "C", "C", "O", "H", "H", "H", "H", "H", "H", "H", "H", "C", "C", "C", "O", "H", "H", "H", "H", "H", "H", "H", "H", "C", "C", "C", "O", "H", "H", "H", "H", "H", "H", "H", "H", "C", "C", "C", "O", "H", "H", "H", "H", "H", "H", "H", "H", "C", "C", "C", "O", "H", "H", "H", "H", "H", "H", "H", "H", "C", "C", "C", "O", "H", "H", "H", "H", "H", "H", "H", "H", "C", "C", "C", "O", "H", "H", "H", "H", "H", "H", "H", "H", "C", "C", "C", "O", "H", "H", "H", "H", "H", "H", "H", "H"],
  "coordinates": [[-17.519, -2.553, 14.122], [-17.501, -3.237, 13.439], [-18.305, -2.728, 14.625], [-19.631, -2.819, 15.705], [-19.667, -1.854, 15.623], [-20.566, -3.075, 15.698], [-16.424, -0.583, 12.604], [-16.923, -1.137, 13.262], [-16.300, 0.162, 13.178], [-20.423, -0.445, 18.743], [-21.403, -1.544, 18.296], [-22.530, -1.653, 19.300], [-21.995, -1.051, 17.066], [-19.930, -0.054, 17.858], [-19.562, -0.828, 19.288], [-20.786, 0.438, 19.319], [-20.935, -2.530, 18.168], [-22.066, -2.132, 20.169], [-23.272, -2.410, 18.964], [-23.083, -0.739, 19.680], [-21.172, -0.888, 16.543], [-22.972, -3.745, 12.805], [-22.684, -2.553, 13.711], [-23.709, -1.522, 13.829], [-22.319, -3.053, 15.031], [-23.840, -4.317, 12.945], [-22.099, -4.391, 12.940], [-22.943, -3.462, 11.743], [-21.727, -2.179, 13.271], [-23.504, -0.854, 14.592], [-24.716, -1.953, 14.040], [-23.771, -0.946, 12.893], [-22.669, -2.436, 15.753], [-20.431, 7.372, 15.825], [-19.616, 6.092, 15.570], [-18.127, 6.314, 15.733], [-20.095, 5.122, 16.393], [-21.355, 7.283, 15.239], [-19.860, 8.290, 15.465], [-20.611, 7.509, 16.885], [-19.740, 5.762, 14.556], [-18.001, 6.580, 16.811], [-17.759, 7.056, 15.042], [-17.528, 5.404, 15.551], [-20.849, 4.675, 15.942], [-17.310, -2.829, 18.177], [-15.911, -2.604, 17.657], [-15.113, -3.928, 17.445], [-15.955, -1.879, 16.435], [-17.698, -1.874, 18.474], [-17.288, -3.407, 19.086], [-17.952, -3.193, 17.409], [-15.265, -1.913, 18.249], [-14.943, -4.334, 18.442], [-14.165, -3.693, 17.049], [-15.719, -4.704, 16.913], [-16.297, -2.396, 15.692], [-21.050, 4.945, 11.850], [-21.499, 4.079, 10.717], [-22.892, 4.312, 10.262], [-20.553, 4.292, 9.592], [-20.468, 5.877, 11.554], [-20.332, 4.384, 12.489], [-21.869, 5.315, 12.469], [-21.406, 2.967, 10.997], [-23.576, 4.155, 11.101], [-23.211, 3.589, 9.457], [-23.042, 5.293, 9.817], [-19.682, 4.175, 10.019], [-18.209, -1.500, 8.740], [-19.164, -2.264, 9.568], [-19.174, -3.765, 9.208], [-18.939, -2.065, 10.956], [-17.177, -1.675, 9.077], [-18.464, -0.471, 8.810], [-18.299, -1.756, 7.692], [-20.146, -1.952, 9.213], [-20.057, -4.250, 9.670], [-18.284, -4.363, 9.516], [-19.235, -3.833, 8.117], [-18.349, -1.326, 11.053], [-16.870, 1.651, 17.485], [-16.426, 1.605, 16.048], [-14.885, 1.632, 15.831], [-16.877, 0.447, 15.378], [-16.559, 0.758, 18.026], [-17.974, 1.786, 17.485], [-16.407, 2.517, 17.965], [-16.994, 2.394, 15.531], [-14.516, 2.634, 15.700], [-14.655, 1.159, 14.877], [-14.438, 1.145, 16.692], [-16.484, -0.314, 15.862], [-22.403, 1.429, 7.371], [-20.903, 1.094, 7.246], [-20.284, 1.889, 6.170], [-20.161, 1.400, 8.488], [-22.834, 0.898, 8.205], [-22.911, 1.121, 6.442], [-22.508, 2.522, 7.539], [-20.683, 0.013, 7.138], [-19.266, 1.684, 5.995], [-20.309, 2.969, 6.429], [-20.817, 1.781, 5.203], [-20.310, 2.291, 8.724], [-24.053, 2.434, 14.289], [-24.000, 3.289, 15.563], [-23.097, 2.555, 16.600], [-23.387, 4.582, 15.328], [-23.129, 2.107, 13.780], [-24.626, 2.992, 13.553], [-24.506, 1.481, 14.476], [-24.987, 3.439, 15.981], [-22.123, 2.393, 16.102], [-23.490, 1.553, 16.843], [-23.006, 3.098, 17.555], [-23.006, 4.619, 14.423], [-16.152, 2.123, 11.559], [-16.807, 3.291, 10.930], [-16.820, 3.226, 9.460], [-18.163, 3.429, 11.336], [-15.104, 2.026, 11.473], [-16.630, 1.167, 11.424], [-16.321, 2.198, 12.640], [-16.360, 4.226, 11.236], [-17.335, 2.313, 9.153], [-15.735, 3.117, 9.151], [-17.277, 4.043, 8.947], [-18.663, 2.551, 11.284], [-19.965, 2.082, 14.696], [-20.341, 0.641, 14.544], [-20.027, 0.196, 13.160], [-19.666, -0.159, 15.520], [-20.141, 2.374, 15.752], [-20.600, 2.749, 14.027], [-18.989, 2.286, 14.405], [-21.431, 0.529, 14.742], [-18.970, 0.427, 12.937], [-20.686, 0.693, 12.404], [-20.247, -0.830, 13.009], [-18.690, -0.011, 15.460]],
  "forces_ev_per_angstrom": [[1.43, -0.16, -0.79], [0.03, 0.22, 0.03], [-1.42, -0.41, 0.74], [0.15, -0.36, 0.38], [-0.05, 0.31, -0.03], [-0.14, -0.26, -0.48], [-0.88, -1.11, 0.57], [0.43, -0.12, -0.92], [0.42, 0.94, 0.37], [1.19, 0.07, 0.05], [-1.27, 2.30, 0.77], [-0.78, -1.16, 0.92], [1.30, -0.68, -0.47], [-0.07, 0.25, -0.23], [-0.14, -0.34, 0.47], [-0.41, -0.90, -0.47], [0.05, 0.36, -0.14], [-0.18, 0.18, 0.24], [0.24, 0.60, 0.04], [0.98, -0.77, -0.96], [-1.06, 0.25, 0.02], [1.81, 0.55, -0.59], [2.06, -1.47, 0.11], [-2.24, -0.24, -1.81], [-1.09, 0.77, 0.95], [-1.40, -0.55, 0.69], [-0.21, -0.21, -0.06], [-0.06, 0.23, 0.26], [-0.72, 0.30, 0.40], [0.57, 1.47, 1.61], [0.64, 0.18, -0.20], [-0.15, -0.15, 0.18], [0.72, -0.92, -1.36], [1.10, 1.01, -1.44], [0.46, 1.87, -1.16], [0.12, -0.79, 1.61], [-1.17, -2.67, 1.01], [-0.02, 0.30, 0.50], [-0.79, -1.03, 0.29], [-0.18, -0.16, 0.11], [-0.31, 0.06, -0.97], [0.43, 0.17, -0.84], [0.02, 0.52, 0.07], [-0.44, 0.14, 0.10], [0.65, 0.53, 0.77], [0.98, 0.93, 0.72], [1.31, -0.55, -0.70], [-2.11, 0.15, 1.32], [0.05, 0.56, -0.57], [-0.40, 0.68, 0.08], [-0.16, -0.66, 0.17], [-0.45, -0.69, -0.44], [-0.74, -0.71, 0.27], [0.08, -0.18, 0.10], [0.98, -0.04, -0.94], [0.68, 0.79, -0.01], [-0.18, -0.30, -0.07], [1.45, 1.08, 1.30], [1.53, -1.41, -1.08], [-1.13, -0.74, -1.32], [-0.60, -0.63, 0.97], [-0.86, -1.15, -0.14], [-0.48, 0.41, -0.24], [-0.12, -0.19, 0.06], [-0.14, 1.37, -0.15], [0.01, 0.19, -0.08], [0.49, 0.54, 0.84], [0.08, 0.27, 0.27], [-0.09, 0.16, -0.31], [1.19, -0.06, -0.19], [-0.24, -1.71, -0.42], [0.13, -0.42, 0.64], [-0.77, -0.57, -0.25], [-0.14, 0.09, -0.20], [0.09, 1.16, 0.14], [0.06, -0.20, -0.24], [-0.53, 0.43, 0.68], [0.43, 0.18, -0.34], [-0.39, 0.73, -0.05], [-0.22, -0.14, 0.14], [0.47, 0.54, 0.24], [-0.44, 0.39, -0.05], [0.51, 0.53, -0.98], [-1.24, 0.57, -0.04], [-0.81, -1.09, 0.20], [-0.14, -0.14, 0.08], [0.65, -0.26, 0.37], [-0.14, 0.00, 0.09], [0.75, 0.24, 0.02], [0.23, 0.58, 0.47], [0.05, -0.43, 0.23], [0.45, -0.14, -0.17], [-0.12, -0.20, -0.23], [0.80, 0.01, -0.26], [0.39, -0.15, 1.87], [-0.81, 1.60, -1.50], [-0.43, -2.23, -0.91], [-0.23, -0.16, 0.29], [0.05, 0.27, 0.36], [-0.03, -0.62, -0.24], [-0.52, 0.48, -0.15], [1.27, -0.59, -0.06], [-0.23, -0.47, -0.07], [0.19, 0.00, 0.46], [-0.42, 2.00, 0.32], [-0.17, 0.56, -0.34], [2.40, -0.98, 0.24], [-0.46, -0.18, -0.28], [0.03, -0.15, -0.87], [0.32, 0.78, 0.64], [-0.29, -0.19, -0.28], [-0.79, -0.37, 0.26], [-0.27, 0.20, -0.16], [-0.36, 0.23, 0.57], [0.02, 0.32, -0.15], [0.16, -0.01, -0.54], [-0.56, -0.22, 0.88], [-1.00, -0.34, 2.22], [-0.77, 0.53, -0.41], [2.23, -1.40, -1.33], [-2.06, -1.40, 0.81], [1.19, 0.03, -0.65], [-0.17, -0.24, -1.13], [0.17, 0.46, 0.26], [0.30, 0.26, 0.33], [-0.01, -0.10, -0.13], [-1.18, 0.21, -0.16], [-0.23, 0.80, -0.12], [1.33, 1.50, 0.01], [-2.78, 1.22, 0.83], [-0.68, 0.18, -0.07], [-0.16, 0.73, -1.30], [0.28, 0.16, -0.03], [0.37, 0.14, -0.63], [0.48, -0.84, 0.83], [2.08, 0.18, -0.36], [0.63, -0.09, 0.07], [-0.35, -0.30, -0.10], [0.55, 0.05, 0.57], [0.27, -1.14, -0.06], [-0.19, 0.24, -0.01]]
}